*a*
# C5H15NO

A cluster of 2 separate species, C5H15NO in total (ωB97M-V/def2-TZVPD, the OMol25 dataset).

Output
- HOMO (eV) = -9.648
- LUMO energy (eV) = 0.920
- Kohn-Sham gap (eV) = 10.568
- SMILES string = CCC[C@@H](C)N.O

Structure (ORCA input):
```
! RIJCOSX wB97M-V def2-TZVPD def2/J DEFGRID3
* xyz 0 1
H 1.25292 -1.09808 -2.05629
H -1.87169 2.41078 -1.01818
H -1.66048 0.42323 1.53896
O 1.73282 -1.69813 -2.71714
H 0.00655 -0.88487 2.98515
C -0.70886 0.83919 -0.10810
H 1.26886 -0.54470 1.71361
H 2.33146 -2.21859 -2.19915
H 0.58468 0.85049 -1.79859
H -0.35215 -2.89111 1.62814
H -1.38138 0.16832 -0.63286
C -0.45743 -1.90460 1.10257
H -0.13242 1.39492 1.95416
C -1.18093 2.39850 -0.17548
H -1.75459 2.62551 0.76195
C -0.56221 0.56894 1.39990
C 0.17392 -0.62038 1.81279
H -0.33034 2.98414 -0.56638
H -1.56575 -1.81710 0.79351
H 1.31831 1.46689 -0.42606
H -0.00446 -1.85151 0.18029
N 0.69156 0.69669 -0.75875
*
```

Atomic partial charges in e from the Mulliken method, atoms 1 to 5: H 0.3447; H 0.3441; H 0.3416; O -0.6948; H 0.2804

---

*b*
# C5H15NO

A cluster of 2 separate species, C5H15NO in total (ωB97M-V/def2-TZVPD, the OMol25 dataset).

Output
- HOMO (eV) = -8.248
- LUMO energy (eV) = 0.843
- Kohn-Sham gap (eV) = 9.091
- SMILES string = CC(C)N(C)C.O

Structure (ORCA input):
```
! RIJCOSX wB97M-V def2-TZVPD def2/J DEFGRID3
* xyz 0 1
H 1.64823 1.97294 0.00181
H -0.99563 -2.49181 1.35899
H 1.11400 1.14829 1.57219
H -1.36953 2.39135 -0.32665
H -1.77668 -1.79488 -0.04055
C -1.04552 -1.60233 0.73536
C 0.46688 0.31626 -1.79506
N 0.26155 -1.25061 0.17139
C 1.35520 -1.65731 1.04299
H -2.45802 2.81506 -1.23710
H 2.27859 -1.48737 0.51839
H 1.31310 -1.22648 2.07259
C 0.27025 0.21517 -0.24719
H 1.28837 -2.73700 1.17192
C 1.34992 1.02048 0.50975
H 1.45919 0.74418 -2.04920
O -2.33645 2.46133 -0.34619
H 2.29760 0.48553 0.36748
H -1.44125 -0.81537 1.40008
H -0.80404 0.43707 -0.04263
H -0.37310 0.76815 -2.31700
H 0.57109 -0.65544 -2.28551
*
```

Atomic partial charges in e from the Mulliken method, atoms 1 to 5: H 0.4272; H 0.3533; H 0.3264; H 0.3269; H 0.2929

---

*c*
# C5H15NO

A cluster of 2 separate species, C5H15NO in total (ωB97M-V/def2-TZVPD, the OMol25 dataset).

Output
- HOMO (eV) = -8.140
- LUMO energy (eV) = 0.894
- Kohn-Sham gap (eV) = 9.034
- SMILES string = CCCN(C)C.O

Structure (ORCA input):
```
! RIJCOSX wB97M-V def2-TZVPD def2/J DEFGRID3
* xyz 0 1
H 0.06887 0.60274 2.48368
H 3.29508 -3.77188 -0.11712
H -1.33895 -0.53510 -2.33347
H 2.11948 0.83846 1.30486
C 1.49205 -0.03182 0.99835
C -0.85586 -0.45448 -1.37878
H -3.15060 1.10490 -1.35488
O 2.64400 -3.47174 0.51685
N -0.90545 0.90455 -0.94036
H -0.13673 2.19240 0.51239
H -2.00548 2.08725 -2.31499
C -2.14474 1.61975 -1.34601
H 1.41821 0.06854 -0.07065
C 0.06502 0.17382 1.35514
C -0.70426 1.26882 0.44642
H 1.89986 -0.82994 1.56060
H -2.13987 2.44476 -0.69245
H 0.27897 -0.67424 -1.39154
H 3.06447 -2.89005 1.17610
H -1.06952 -1.27627 -0.66757
H -0.37828 -0.83993 1.21038
H -1.51628 1.46947 1.04304
*
```

Atomic partial charges in e from the Mulliken method, atoms 1 to 5: H 0.3035; H 0.3105; H 0.4106; H 0.2978; C -1.1068

---

*d*
# C5H15NO

A cluster of 2 separate species, C5H15NO in total (ωB97M-V/def2-TZVPD, the OMol25 dataset).

Output
- HOMO (eV) = -9.040
- LUMO energy (eV) = 1.007
- Kohn-Sham gap (eV) = 10.046
- SMILES string = CCCNCC.O

Structure (ORCA input):
```
! RIJCOSX wB97M-V def2-TZVPD def2/J DEFGRID3
* xyz 0 1
H 1.74620 -1.62510 -1.36031
H -3.04415 1.28685 0.23560
H 0.10931 -1.06397 -1.76007
H -0.86655 1.50983 -0.71862
H -1.32414 -0.75620 -0.10554
C -2.26974 1.65626 0.90079
H 0.55256 -2.30078 1.30131
C 1.66974 0.43985 -1.88299
C 1.03498 -0.80371 -1.26106
O 0.56665 -3.05629 1.91404
H 1.79102 0.34960 -2.95529
H 1.40602 -0.03081 0.56136
C -0.89356 1.27867 0.34598
N 0.71467 -0.65977 0.15859
H 1.46994 -3.39481 1.84048
H -0.11940 1.82605 0.88852
H -2.37853 1.29742 1.91916
H 1.02548 1.29819 -1.72111
H -2.39631 2.73524 0.92952
H -0.75585 -0.45039 1.58118
C -0.62945 -0.20614 0.53160
H 2.59110 0.67001 -1.34316
*
```

Atomic partial charges in e from the Mulliken method, atoms 1 to 5: H 0.2986; H 0.3413; H 0.3366; H 0.1231; H 0.3228

---

The relative energies come out as *a* 1.338; *b* 1.136; *c* 2.341; *d* 0.000, with values in eV.